Entry from OMol25: a cluster of 2 separate species, C4H8O in total (ωB97M-V/def2-TZVPD).

Summary:
- HOMO energy (spin up / spin down) (eV) = -16.6 / -16.2
- energy relative to the best compared isomer or geometry (same formula, charge and spin) (kJ/mol) = 474.55

Structure (ORCA input):
```
! wB97M-V def2-TZVPD RIJCOSX def2/J DEFGRID3
* xyz 1 2
O -2.37899 -0.24182 -0.65939
C -1.85395 0.57325 0.12660
C -0.46685 0.89688 0.24666
C 0.48438 0.13401 -0.64801
C 1.50648 -0.78960 0.06608
H -2.52006 1.23195 0.74681
H -0.91344 -0.89618 1.35575
H -0.16006 1.78548 0.68238
H 1.09872 0.85249 -1.29737
H -0.15441 -0.52414 -1.37613
H 2.45374 -0.96470 -0.56054
H 1.82178 -0.28423 1.05786
H 1.08264 -1.77339 0.25933
*
```

Entry from OMol25: a cluster of 2 separate species, C5H14S in total (ωB97M-V/def2-TZVPD).

Summary:
- HOMO energy (eV) = -8.3
- energy relative to the best compared isomer or geometry (same formula, charge and spin) (kJ/mol) = 101.29
- SMILES = CCSC.CC

Structure (ORCA input):
```
! wB97M-V def2-TZVPD RIJCOSX def2/J DEFGRID3
* xyz 0 1
C -0.86056 2.05292 -0.58741
C -0.66522 0.76989 -1.42378
S 1.01192 0.06113 -1.30876
C 2.20759 0.63490 -2.50543
H -0.94171 2.88537 -1.28896
H -0.13992 2.12823 0.21695
H -1.86638 1.93226 -0.16164
H -1.31560 -0.03816 -1.11775
H -0.91105 0.89667 -2.47679
H 1.70153 1.00933 -3.37774
H 3.04777 1.23908 -2.13733
H 2.68468 -0.29921 -2.76800
C -0.59236 -2.32779 1.94905
C -0.38872 -1.03104 2.74285
H 0.37044 -2.83006 1.85701
H -1.39258 -2.97816 2.31127
H -0.90438 -1.90025 0.96760
H -0.99641 -0.17418 2.47860
H 0.64919 -0.71349 2.86786
H -0.69822 -1.31744 3.76240
*
```

Entry from OMol25: a structure of composition C14H32BrF6O11S2V (ωB97M-V/def2-TZVPD).

Summary:
- HOMO energy (spin up / spin down) (eV) = -6.7 / -6.7

Structure (ORCA input):
```
! wB97M-V def2-TZVPD RIJCOSX def2/J DEFGRID3
* xyz -1 2
O -1.30703 -0.60362 -0.89817
V 0.11077 -0.62030 -0.20659
Br 1.41771 -2.17006 -1.71736
C 3.43023 -1.57610 2.83901
F 2.55304 -2.04984 3.67636
F 4.58963 -1.30959 3.47727
F 3.70690 -2.29074 1.74859
S 2.61130 0.05885 2.31426
O 1.58907 -0.26959 1.30404
O 2.00439 0.63130 3.54924
O 3.71391 0.87411 1.82720
C -2.57940 3.08305 1.74306
F -3.37740 2.08030 2.17128
F -2.85371 3.25373 0.45109
F -2.67872 4.23626 2.43856
S -0.71668 2.45880 1.77456
O -0.39388 2.18360 3.17465
O -0.69930 1.24826 0.98806
O 0.13496 3.52877 1.18158
C -4.45963 -2.38179 -0.64961
C -5.10066 -1.22242 0.04487
O -5.23070 -0.19171 -0.90599
C -5.41857 1.14118 -0.33601
C -5.65267 2.16598 -1.49117
H -4.52662 -3.28451 -0.04241
H -4.99359 -2.71422 -1.53982
H -3.39903 -2.18622 -0.80766
H -6.12224 -1.45283 0.34719
H -4.51883 -0.81288 0.87061
H -6.20620 1.10989 0.41682
H -4.50000 1.45777 0.15806
H -6.42170 1.69047 -2.09993
H -4.78190 2.43753 -2.08793
H -6.05286 3.12437 -1.16036
C 6.58302 -0.56890 0.55436
C 6.34532 0.12596 -0.78987
C 4.92275 -0.31422 -1.15466
O 6.22181 1.45717 -0.45223
H 6.14005 -1.56408 0.59312
H 6.19159 -0.06274 1.43679
H 7.65204 -0.67740 0.73748
H 7.20972 -0.00008 -1.44181
H 5.06105 -1.37657 -1.35562
H 4.43386 0.24482 -1.95250
H 4.19412 -0.29129 -0.34430
H 6.23170 1.95078 -1.27555
C 0.29415 0.92120 -3.67256
C 0.32892 1.91603 -2.47059
C -1.03690 2.48226 -2.20485
O 0.77620 1.14071 -1.38343
H -0.13165 -0.07389 -3.54370
H 1.30641 0.66469 -3.98503
H -0.15097 1.41448 -4.53665
H 1.02892 2.75145 -2.48410
H -1.26231 3.27526 -2.91791
H -0.92930 2.90284 -1.20503
H -1.77194 1.67804 -2.17256
H 1.34518 1.77974 -0.94810
C 0.00669 -4.24677 1.65103
C -1.10868 -3.26222 1.34059
O -0.67249 -1.91268 1.52293
H 0.32978 -4.33802 2.68804
H 0.93569 -3.97120 1.15191
H -0.28024 -5.27633 1.43706
H -1.98573 -3.58052 1.90411
H -1.32010 -3.16017 0.27618
H -0.75957 -1.65629 2.44395
*
```

Entry from OMol25: the molecule C5H14N2 (ωB97M-V/def2-TZVPD).

Summary:
- HOMO energy (eV) = -8.6
- energy relative to the best compared isomer or geometry (same formula, charge and spin) (kJ/mol) = 282.29
- SMILES = C[C@@H](N)CN(C)C

Structure (ORCA input):
```
! wB97M-V def2-TZVPD RIJCOSX def2/J DEFGRID3
* xyz 0 1
C -0.94931 -1.71152 -1.17177
C 0.05408 -0.63069 -1.08224
N 0.31171 -0.05855 -2.46228
C -0.43248 0.54453 -0.17451
N 0.54633 0.54516 1.00940
C 0.64632 1.87738 1.68286
C 0.01551 -0.44180 2.13292
H -1.81248 -1.34341 -0.67770
H -1.03042 -2.12142 -2.11430
H -0.56389 -2.67527 -0.67115
H 0.98779 -1.05445 -0.88521
H -0.49233 0.10935 -3.04425
H 0.93858 -0.70567 -2.92410
H -0.41048 1.43622 -0.66787
H -1.48607 0.41357 0.27705
H 0.91814 2.67577 0.89457
H -0.32723 2.10931 2.17306
H 1.51621 1.93454 2.23227
H 0.09764 -1.34391 1.80101
H -1.04311 -0.30646 2.39593
H 0.69663 -0.36184 3.05727
*
```

no.,E_tot (Ha)
1,-231.9283
2,-597.0387
3,-6293.9809
4,-308.3155